[1]
A structure of composition CH5N3O in a non-equilibrium geometry. Source: OMol25; level of theory: the ωB97M-V functional and the def2-TZVPD basis.

Each line ends with the Löwdin charge.
Cartesian coordinates (Å):
C 0.684 0.498 -0.038  -0.680
H -2.190 0.487 0.824  0.111
H -2.484 -0.105 -0.863  0.134
H -0.443 -1.164 0.741  0.241
H 1.532 -1.330 -0.175  0.094
H 2.643 0.008 0.023  0.052
N -1.804 0.409 -0.166  -0.045
N -0.552 -0.138 -0.102  -0.131
N 1.784 -0.334 -0.173  0.145
O 0.829 1.668 -0.069  0.078

Values from the calculation:
DFT total energy   -280.5353 Ha
Frontier orbital gap   0.36874 Eh
Molar mass   75.07 g mol⁻¹
2S+1   1

***

[2]
An isolated molecule of C2H3NO2S in a non-equilibrium geometry. Source: OMol25; level of theory: the ωB97M-V functional and the def2-TZVPD basis.

Each line ends with the Löwdin charge.
Cartesian coordinates (Å):
C -0.341 -0.436 -0.346  -0.165
C -0.913 0.802 -0.833  -0.779
H 1.780 -1.444 1.504  0.133
H -0.494 -1.336 -0.995  0.158
H 0.188 1.470 1.120  -0.105
N 0.537 -0.431 0.563  -0.049
O 1.115 -1.709 0.789  -0.047
O -1.587 0.889 -1.856  0.015
S -0.286 2.195 0.055  0.839

Values from the calculation:
DFT total energy   -681.3548 Ha
Frontier orbital gap   0.35098 Eh
Molar mass   105.12 g mol⁻¹
2S+1   1

***

[3]
An isolated molecule of C6H10Br2O2S in a non-equilibrium geometry. Source: OMol25; level of theory: the ωB97M-V functional and the def2-TZVPD basis.

Each line ends with the Löwdin charge.
Cartesian coordinates (Å):
C 0.455 -1.209 0.610  -0.288
C 2.123 -2.145 -1.659  -0.173
C -0.640 -0.141 0.380  -0.783
C -0.023 1.153 -0.114  -0.888
C -1.661 -0.213 1.591  -0.086
C -1.038 2.282 -0.462  -0.053
O 0.760 0.730 -1.121  -0.299
O 2.905 -0.193 -0.219  -0.382
S 1.704 -0.845 -0.696  0.845
Br -1.690 -0.907 -1.204  0.740
Br 1.141 1.826 1.471  0.710
H 0.765 -0.885 1.644  0.099
H 0.158 -2.369 0.500  0.157
H 2.996 -1.894 -2.307  0.055
H 1.364 -2.392 -2.280  -0.035
H -1.437 0.637 2.255  0.076
H -1.550 -1.164 1.987  0.053
H -2.667 0.037 1.339  0.062
H -1.307 2.723 0.414  0.029
H -1.772 1.845 -1.195  0.081
H -0.585 3.125 -0.935  0.080

Values from the calculation:
DFT total energy   -5931.1576 Ha
Frontier orbital gap   0.34929 Eh
Molar mass   306.02 g mol⁻¹
2S+1   1

***

[4]
An isolated molecule of C5H5ClOS in a non-equilibrium geometry. Source: OMol25; level of theory: the ωB97M-V functional and the def2-TZVPD basis.

Each line ends with the Löwdin charge.
Cartesian coordinates (Å):
C -0.239 0.463 -1.608  -0.686
C 0.550 -0.629 -2.230  0.081
C -0.694 0.149 -0.172  -0.390
C 0.263 -0.068 0.971  -0.336
C -0.153 0.129 2.312  -0.452
H 0.503 -1.543 -1.645  0.057
H 1.052 -0.328 -3.170  0.063
H -1.540 0.665 0.435  0.159
H 1.336 -0.078 0.809  0.129
H -1.250 0.507 2.584  0.121
O -0.438 -1.125 0.167  -0.023
S 1.110 -0.221 3.559  0.576
Cl -0.500 2.079 -2.012  0.701

Values from the calculation:
DFT total energy   -1126.9645 Ha
Frontier orbital gap   0.27809 Eh
Molar mass   148.61 g mol⁻¹
2S+1   1

***

[5]
An isolated molecule of C4H7N3O in a non-equilibrium geometry. Source: OMol25; level of theory: the ωB97M-V functional and the def2-TZVPD basis.

Each line ends with the Löwdin charge.
Cartesian coordinates (Å):
C 1.105 0.167 -0.155  -0.410
C 0.691 1.507 -0.004  -0.037
C -0.770 1.434 0.147  -0.048
C -1.130 0.132 -0.045  -0.373
H 3.101 0.267 -0.177  0.114
H 2.472 -1.208 0.485  0.102
H 1.406 2.342 -0.026  0.091
H -1.360 2.335 0.299  0.094
H -3.049 0.210 -0.110  0.052
H -2.462 -1.201 0.485  0.083
H -0.054 -2.528 -0.568  0.137
N 2.312 -0.393 -0.110  0.104
N -2.379 -0.477 -0.217  0.111
N 0.004 -0.619 -0.242  -0.050
O 0.114 -1.970 0.237  0.029

Values from the calculation:
DFT total energy   -396.0421 Ha
Frontier orbital gap   0.27198 Eh
Molar mass   113.12 g mol⁻¹
2S+1   1

***

[6]
A structure of composition C35H24BrCrN11OSSe. Source: OMol25; level of theory: the ωB97M-V functional and the def2-TZVPD basis.

Each line ends with the Löwdin charge.
Cartesian coordinates (Å):
Cr -0.133 -0.745 -0.016  0.602
C 3.262 1.707 0.961  -0.005
C 1.941 1.126 0.590  -0.258
N 1.565 -0.069 0.882  -0.075
N 2.420 -0.885 1.564  0.023
C 1.962 -2.106 1.701  -0.818
N 2.753 -2.966 2.375  0.079
S 0.440 -2.741 1.132  0.681
C 0.944 1.929 -0.151  -0.193
C 1.178 3.230 -0.562  0.024
C 0.170 3.911 -1.228  -0.017
C -1.049 3.293 -1.439  -0.031
C -1.206 1.985 -1.010  -0.097
N -0.232 1.317 -0.402  0.039
H 3.925 0.923 1.309  0.073
H 3.698 2.200 0.092  0.084
H 3.147 2.447 1.758  0.098
H 3.666 -2.659 2.662  0.103
H 2.511 -3.937 2.420  0.083
H 2.136 3.693 -0.384  0.121
H 0.348 4.914 -1.592  0.122
H -1.855 3.789 -1.958  0.114
H -2.126 1.442 -1.187  0.119
Se -7.736 -1.124 1.221  1.138
N -6.677 -1.645 -0.113  -0.220
C -5.453 -1.356 0.234  -0.332
C -4.289 -1.632 -0.601  -0.077
C -4.352 -2.256 -1.852  0.031
C -3.188 -2.482 -2.550  0.002
C -1.971 -2.067 -2.007  -0.062
N -1.912 -1.471 -0.821  0.037
C -3.041 -1.259 -0.126  -0.135
C -2.873 -0.620 1.180  -0.130
N -1.615 -0.305 1.524  0.035
C -1.395 0.269 2.698  -0.076
C -2.423 0.556 3.590  -0.013
C -3.720 0.241 3.242  0.028
C -3.961 -0.359 2.007  -0.073
C -5.291 -0.729 1.528  -0.333
N -6.383 -0.518 2.209  -0.222
H -5.315 -2.554 -2.245  0.124
H -3.198 -2.961 -3.519  0.120
H -1.022 -2.189 -2.511  0.114
H -0.363 0.502 2.929  0.126
H -2.194 1.020 4.538  0.116
H -4.553 0.451 3.900  0.124
Br 0.952 -0.085 -10.138  0.674
C 1.673 0.961 -8.720  -0.712
C 1.475 2.334 -8.711  -0.146
C 1.981 3.083 -7.664  -0.054
C 2.672 2.485 -6.598  -0.344
C 2.880 1.094 -6.654  -0.028
C 2.388 0.343 -7.707  -0.135
N 3.172 3.326 -5.614  -0.011
N 3.425 2.858 -4.411  0.002
C 2.713 1.870 -3.810  -0.292
C 3.384 1.105 -2.837  -0.049
C 2.767 0.062 -2.163  -0.042
C 1.423 -0.244 -2.339  -0.343
O 0.818 -1.187 -1.578  -0.253
C 0.682 0.501 -3.294  -0.163
N -0.642 0.204 -3.450  0.110
C -1.366 0.955 -4.249  -0.169
C -0.883 2.092 -4.902  -0.063
C 0.451 2.398 -4.760  -0.016
C 1.298 1.580 -3.997  -0.086
H 0.932 2.811 -9.515  0.093
H 1.848 4.158 -7.647  0.106
H 3.433 0.605 -5.864  0.111
H 2.553 -0.726 -7.737  0.096
H 4.436 1.316 -2.686  0.103
H 3.329 -0.541 -1.457  0.118
H -2.407 0.657 -4.374  0.100
H -1.536 2.697 -5.516  0.098
H 0.858 3.284 -5.227  0.102

Values from the calculation:
DFT total energy   -8443.8786 Ha
⟨S²⟩   6.115
Frontier orbital gap (alpha / beta)   0.10438 / 0.14921 Eh
Molar mass   857.58 g mol⁻¹
2S+1   5

***

[7]
A structure of composition C26H37N4OSSi2Sn. Source: OMol25; level of theory: the ωB97M-V functional and the def2-TZVPD basis.

Each line ends with the Löwdin charge.
Cartesian coordinates (Å):
Sn 0.152 -0.956 0.006  0.565
C -3.584 -1.758 0.783  -0.260
Si -1.813 -2.341 1.207  0.357
C -1.974 -4.237 1.044  -0.258
C -1.781 -1.950 3.073  -0.326
C -2.446 -2.765 3.998  -0.114
C -2.540 -2.414 5.338  -0.115
C -1.959 -1.229 5.776  -0.115
C -1.279 -0.423 4.873  -0.117
C -1.169 -0.764 3.518  -0.318
Si -0.083 0.284 2.330  0.372
C 1.630 -0.137 3.068  -0.258
C -0.346 2.084 2.885  -0.233
H -4.339 -2.346 1.316  0.019
H -3.775 -1.833 -0.292  -0.026
H -3.707 -0.706 1.062  0.024
H -2.938 -4.582 1.434  0.009
H -1.180 -4.765 1.582  0.016
H -1.916 -4.532 -0.009  0.006
H -2.904 -3.692 3.663  0.086
H -3.067 -3.053 6.037  0.088
H -2.031 -0.938 6.818  0.088
H -0.819 0.493 5.234  0.083
H 1.711 0.235 4.097  0.020
H 2.425 0.312 2.465  -0.015
H 1.787 -1.221 3.092  0.020
H -0.127 2.182 3.953  0.010
H -1.371 2.430 2.712  0.022
H 0.331 2.754 2.351  -0.010
C -4.169 -2.128 -3.565  -0.091
C -2.702 -2.543 -3.478  -0.261
N -1.770 -1.568 -4.040  -0.136
C -1.498 -1.645 -5.474  -0.221
C -2.203 -0.546 -6.266  -0.084
C -1.130 -0.624 -3.282  -0.689
S -1.796 -0.357 -1.692  0.526
N -0.173 0.024 -3.921  0.089
C 0.676 0.908 -3.337  -0.467
O 0.780 1.185 -2.153  -0.077
C 1.608 1.599 -4.313  -0.124
C 2.583 2.450 -3.798  -0.019
C 3.460 3.110 -4.648  -0.092
C 3.366 2.928 -6.022  -0.113
C 2.389 2.089 -6.541  -0.099
C 1.515 1.425 -5.690  -0.034
H -4.799 -2.889 -3.097  0.071
H -4.486 -2.009 -4.605  0.058
H -4.311 -1.184 -3.039  0.057
H -2.550 -3.483 -4.014  0.109
H -2.437 -2.696 -2.435  0.071
H -1.829 -2.626 -5.818  0.108
H -0.425 -1.566 -5.629  0.101
H -3.283 -0.586 -6.111  0.059
H -1.999 -0.651 -7.335  0.068
H -1.844 0.429 -5.932  0.063
H 2.626 2.576 -2.722  0.102
H 4.219 3.766 -4.238  0.093
H 4.058 3.433 -6.687  0.091
H 2.310 1.954 -7.614  0.093
H 0.749 0.765 -6.077  0.093
C 4.740 2.113 1.198  -0.022
C 3.494 2.729 0.653  -0.408
N 2.337 2.132 0.537  0.115
C 1.464 3.078 0.040  -0.176
C 2.107 4.263 -0.139  -0.108
N 3.414 4.031 0.252  0.073
H 4.756 1.057 0.936  0.080
H 4.762 2.193 2.287  0.076
H 5.632 2.596 0.794  0.068
H 0.437 2.823 -0.163  0.101
H 1.784 5.218 -0.514  0.098
H 4.157 4.703 0.250  0.138

Values from the calculation:
DFT total energy   -2498.8069 Ha
Frontier orbital gap   0.23180 Eh
Molar mass   628.56 g mol⁻¹
2S+1   1
Charge   -1

***

[8]
An isolated molecule of C3H3BrO in a non-equilibrium geometry. Source: OMol25; level of theory: the ωB97M-V functional and the def2-TZVPD basis.

Each line ends with the Löwdin charge.
Cartesian coordinates (Å):
C 0.481 1.308 -0.187  -0.309
C 0.741 0.049 -0.199  -0.703
C -0.635 -0.541 0.147  -0.100
O -0.026 2.316 -0.426  0.172
Br 2.273 -1.031 0.052  0.702
H -0.758 -1.380 -0.541  0.083
H -1.477 0.116 -0.015  0.080
H -0.599 -0.836 1.169  0.074

Values from the calculation:
DFT total energy   -2765.1967 Ha
⟨S²⟩   2.010
Frontier orbital gap (alpha / beta)   0.24661 / 0.31575 Eh
Molar mass   134.96 g mol⁻¹
2S+1   3

***

[9]
An isolated molecule of C4H2S2 in a non-equilibrium geometry. Source: OMol25; level of theory: the ωB97M-V functional and the def2-TZVPD basis.

Each line ends with the Löwdin charge.
Cartesian coordinates (Å):
C -0.053 0.610 -1.348  -0.711
C -0.450 0.509 0.048  -0.850
C 0.047 -0.476 0.880  -0.248
C 0.611 -1.216 1.615  0.165
H -0.333 1.562 -1.800  0.040
H 1.024 -2.049 2.211  0.070
S 0.801 -0.469 -2.206  0.749
S -1.649 1.529 0.600  0.785

Values from the calculation:
DFT total energy   -949.8694 Ha
Frontier orbital gap   0.25554 Eh
Molar mass   114.19 g mol⁻¹
2S+1   1

***

[10]
A structure of composition C3H9NO3S in a non-equilibrium geometry. Source: OMol25; level of theory: the ωB97M-V functional and the def2-TZVPD basis.

Each line ends with the Löwdin charge.
Cartesian coordinates (Å):
C -1.957 0.000 0.592  -0.318
C -1.321 1.358 0.104  -0.204
C 0.057 1.306 -0.757  -0.178
H -1.536 -1.731 -0.582  0.082
H -2.607 -0.424 -1.388  0.096
H -1.264 -0.658 1.126  0.081
H -2.853 0.167 1.102  0.076
H -2.133 1.989 -0.361  0.107
H -1.267 1.864 1.196  0.144
H 0.716 2.258 -0.566  0.150
H -0.192 1.053 -1.760  0.083
H 0.632 -2.439 0.478  0.295
N -2.306 -0.953 -0.494  -0.068
O 0.188 -1.466 -0.121  -0.370
O 2.214 -0.090 -0.826  -0.330
O 1.283 0.131 1.444  -0.288
S 1.031 0.000 0.038  0.642

Values from the calculation:
DFT total energy   -798.2388 Ha
Frontier orbital gap   0.31230 Eh
Molar mass   139.18 g mol⁻¹
2S+1   1

***

[11]
A structure of composition C49H38ClI2N8O4RbS. Source: OMol25; level of theory: the ωB97M-V functional and the def2-TZVPD basis.

Each line ends with the Löwdin charge.
Cartesian coordinates (Å):
Rb -0.266 0.288 -0.251  0.718
C 4.708 6.302 12.563  -0.096
O 3.461 6.486 11.929  -0.088
C 3.244 5.810 10.762  -0.283
C 4.125 4.887 10.217  -0.024
C 3.800 4.255 9.021  -0.028
C 2.612 4.525 8.360  -0.153
C 1.736 5.458 8.924  -0.014
C 2.044 6.091 10.107  0.002
C 2.242 3.883 7.094  -0.281
N 1.173 4.179 6.395  0.189
C 1.217 3.352 5.295  -0.171
C 2.330 2.546 5.341  -0.138
N 2.983 2.896 6.503  0.176
C 2.662 1.587 4.331  -0.102
C 3.811 0.784 4.313  -0.022
C 4.006 -0.080 3.265  -0.037
C 3.042 -0.134 2.245  -0.086
N 1.955 0.608 2.253  0.143
C 1.750 1.463 3.265  -0.167
C 0.539 2.298 3.216  -0.182
N -0.291 2.094 2.186  0.098
C -1.358 2.853 2.059  -0.099
C -1.676 3.863 2.984  -0.024
C -0.856 4.060 4.065  -0.016
C 0.288 3.261 4.202  -0.108
H 4.716 6.971 13.419  0.089
H 5.535 6.560 11.895  0.094
H 4.833 5.272 12.909  0.093
H 5.062 4.651 10.701  0.099
H 4.511 3.546 8.614  0.104
H 0.811 5.670 8.405  0.113
H 1.371 6.815 10.544  0.118
H 3.841 2.504 6.844  0.141
H 4.536 0.845 5.118  0.103
H 4.879 -0.716 3.213  0.105
H 3.133 -0.822 1.411  0.095
H -1.974 2.683 1.183  0.093
H -2.557 4.471 2.825  0.107
H -1.065 4.815 4.812  0.110
C -1.445 -1.577 -3.319  -0.108
N -1.329 -2.145 -1.992  -0.290
C -0.477 -3.314 -1.999  -0.114
C -2.639 -2.461 -1.416  -0.209
C -3.534 -1.256 -1.205  -0.317
C -4.545 -1.005 -2.133  -0.107
C -5.376 0.099 -1.991  -0.148
C -5.194 0.930 -0.894  -0.150
C -4.193 0.642 0.033  -0.201
C -3.306 -0.445 -0.073  -0.134
H -1.954 -2.265 -4.023  0.083
H -0.449 -1.358 -3.709  0.081
H -2.008 -0.645 -3.278  0.075
H -0.919 -4.145 -2.585  0.081
H -0.306 -3.657 -0.978  0.086
H 0.493 -3.066 -2.432  0.077
H -2.454 -2.917 -0.441  0.103
H -3.148 -3.211 -2.058  0.110
H -4.688 -1.672 -2.983  0.088
H -6.150 0.304 -2.723  0.074
H -5.829 1.805 -0.774  0.074
H -4.115 1.312 0.892  0.049
I 3.683 -4.836 0.511  0.803
C 3.889 -3.328 -0.924  -0.660
C 4.899 -3.423 -1.874  -0.275
C 5.075 -2.437 -2.812  -0.694
I 6.638 -2.664 -4.198  0.790
C 4.233 -1.296 -2.827  -0.229
C 4.345 -0.225 -3.740  -0.074
C 3.480 0.830 -3.670  -0.060
C 2.492 0.835 -2.671  -0.136
N 2.369 -0.139 -1.802  0.091
C 3.198 -1.200 -1.858  -0.145
C 2.972 -2.245 -0.832  -0.516
O 2.072 -2.153 0.021  -0.128
H 5.553 -4.285 -1.868  0.063
H 5.124 -0.251 -4.491  0.045
H 3.543 1.650 -4.374  0.097
H 1.769 1.642 -2.596  0.093
Cl -3.730 5.466 -7.072  0.583
C -3.013 4.765 -5.628  -0.678
C -2.929 5.531 -4.479  -0.123
C -2.368 4.965 -3.342  -0.025
C -1.886 3.663 -3.353  -0.117
C -1.982 2.921 -4.524  -0.012
C -2.550 3.462 -5.668  -0.113
C -1.260 3.050 -2.094  -0.669
O -1.381 3.701 -1.039  -0.035
O -0.675 1.957 -2.267  -0.202
H -3.301 6.547 -4.478  0.091
H -2.297 5.524 -2.417  0.109
H -1.600 1.908 -4.511  0.112
H -2.635 2.884 -6.579  0.096
S -1.999 -3.184 3.171  0.611
C -2.009 -1.729 3.927  -0.890
N -0.804 -1.102 4.225  0.073
C -0.706 0.041 4.930  -0.085
C -1.833 0.667 5.347  -0.057
C -3.052 0.063 4.943  -0.133
N -3.152 -1.053 4.287  0.076
H 0.016 -1.559 3.849  0.133
H 0.292 0.411 5.121  0.116
H -1.796 1.593 5.898  0.096
H -3.993 0.554 5.183  0.107

Values from the calculation:
DFT total energy   -4107.0386 Ha
Frontier orbital gap   0.12787 Eh
Molar mass   1209.69 g mol⁻¹
2S+1   1
Charge   -2

***

[12]
A cluster of 2 separate species, C4H12N3O in total. Source: OMol25; level of theory: the ωB97M-V functional and the def2-TZVPD basis.

Each line ends with the Löwdin charge.
Cartesian coordinates (Å):
C -1.361 -2.675 -0.251  -0.184
N -2.099 -1.683 -1.015  -0.139
C -1.476 -0.347 -0.886  -0.482
O -0.168 -0.292 -1.246  -0.278
H -0.329 -2.809 -0.594  0.060
H -1.876 -3.638 -0.292  0.052
H -1.315 -2.365 0.794  0.070
H -2.067 -1.954 -1.992  0.073
H -1.649 -0.061 0.165  0.090
H -2.122 0.307 -1.501  0.083
C 2.383 1.499 -0.515  -0.151
N 1.364 0.937 0.331  -0.086
C 1.095 1.508 1.500  -0.419
N 0.194 1.112 2.339  -0.001
H 2.019 1.573 -1.541  0.068
H 2.686 2.500 -0.180  0.056
H 3.293 0.884 -0.542  0.060
H 0.598 0.311 -0.276  0.051
H 1.727 2.384 1.727  0.095
H 0.193 1.757 3.123  -0.020

Values from the calculation:
DFT total energy   -399.1086 Ha
Frontier orbital gap   0.28691 Eh
Molar mass   118.16 g mol⁻¹
2S+1   1
Charge   -1